(1)
This record from the OMol25 dataset describes an isolated molecule of C21H28N4O4. The level of theory is the ωB97M-V functional and the def2-TZVPD basis.

```
57
Properties=species:S:1:pos:R:3:forces:R:3
C 6.25901 -1.61273 -2.26848 0.026 0.036 -0.147
O 6.47612 -2.14616 -0.98391 -0.079 -0.102 0.252
C 7.54385 -1.55624 -0.27345 0.105 0.042 0.229
C 7.09205 -0.49193 0.74210 0.043 -0.143 -0.343
C 6.42877 0.70270 0.07533 0.168 -0.267 0.191
O 7.09551 1.65522 -0.29163 0.341 0.187 -0.038
N 5.08839 0.66798 -0.10572 -0.244 0.106 -0.152
C 4.17052 -0.38312 0.26167 -0.125 -0.324 0.403
H 4.69938 -1.30583 0.48875 -0.057 0.089 -0.095
C 3.30077 0.06930 1.43688 -0.245 0.046 -0.391
H 2.59869 -0.72520 1.69320 -0.013 -0.004 0.078
H 3.92456 0.28098 2.30714 0.014 -0.029 0.050
C 2.53916 1.34622 1.05067 0.348 0.207 0.658
C 3.52095 2.41178 0.55135 -0.259 -0.305 -0.211
C 4.40199 1.85679 -0.56781 0.086 0.474 -0.030
H 5.15549 2.58849 -0.86279 -0.160 -0.123 -0.037
H 3.77978 1.60137 -1.43098 0.069 0.021 -0.014
H 2.96175 3.27157 0.18239 -0.025 0.054 0.060
H 4.14728 2.73169 1.38523 0.015 0.023 0.023
H 1.99716 1.74269 1.92146 0.028 -0.065 -0.164
O 1.62803 1.09960 -0.00890 -0.080 0.006 -0.201
C 0.43564 0.49851 0.23246 -0.292 -0.143 -0.181
C -0.04620 0.10678 1.47830 0.308 0.160 0.032
C -1.29177 -0.48287 1.57673 -0.254 -0.088 -0.180
C -2.08936 -0.68858 0.45694 0.291 0.062 0.196
C -1.59819 -0.30709 -0.79062 -0.017 -0.015 0.197
C -0.35485 0.27397 -0.89896 0.225 0.107 0.051
H 0.03714 0.57074 -1.85934 0.046 0.027 -0.109
H -2.17258 -0.48565 -1.68712 -0.048 -0.010 -0.094
C -3.41436 -1.33315 0.65960 -0.078 -0.092 -0.179
O -3.66144 -2.02997 1.62870 0.027 -0.025 0.230
N -4.32402 -1.11494 -0.32313 -0.236 0.079 -0.246
H -4.19438 -0.36574 -0.98620 0.089 0.066 0.119
C -5.69196 -1.55176 -0.18282 0.054 -0.381 0.066
C -6.61431 -0.40638 -0.42772 0.082 0.084 -0.008
N -6.30106 0.67098 -1.09711 0.586 -0.472 0.028
C -7.41754 1.45118 -1.10171 -0.480 -0.060 0.180
C -8.43120 0.83684 -0.42430 -0.092 0.327 -0.177
N -7.90183 -0.35742 0.00440 0.084 -0.033 -0.044
H -8.38387 -1.05546 0.54655 0.083 0.038 -0.025
C -9.83042 1.23775 -0.13385 0.058 -0.109 0.049
H -10.53436 0.51918 -0.55476 -0.107 0.036 -0.017
H -10.00184 1.29206 0.94158 -0.093 0.064 0.038
H -10.02784 2.21357 -0.56756 -0.059 0.046 -0.002
H -7.41602 2.40331 -1.59202 -0.137 0.240 -0.069
H -5.81323 -1.95364 0.82965 0.006 0.030 -0.193
H -5.90066 -2.36004 -0.90036 -0.034 0.083 0.184
H -1.66900 -0.79726 2.53819 -0.030 -0.036 0.067
H 0.53291 0.25375 2.37643 0.077 0.018 0.045
H 3.51971 -0.57590 -0.59945 0.094 -0.096 0.047
H 6.44769 -0.94560 1.49295 0.021 -0.049 0.043
H 7.98929 -0.11182 1.23330 -0.091 0.036 0.004
H 8.26695 -1.11157 -0.96651 -0.002 -0.025 0.030
H 8.03647 -2.36871 0.27238 0.022 0.150 -0.079
H 6.08916 -0.53228 -2.24195 -0.026 -0.016 -0.043
H 7.11133 -1.81875 -2.92699 -0.043 0.010 0.004
H 5.37411 -2.11115 -2.66019 0.011 0.057 -0.084
```
Positions in Å, forces in eV/Å.

Computed properties:
- Highest occupied orbital energy: -8.54 eV
- E_LUMO: 0.70 eV
- Energy: -36382.855 eV
- 2S+1: 1
- Total charge: 0
- Energy above the lowest of the compared OMol25 structures with the same formula, charge and spin: 61.83 kcal per mole

Atomic partial charges in e from the Löwdin method, atoms 1 to 6: number 1, C, carries -0.102; number 2, O, carries -0.197; number 3, C, carries -0.207; number 4, C, carries -0.067; number 5, C, carries -0.469; number 6, O, carries 0.049

(2)
This record from the OMol25 dataset describes an isolated molecule of C2H6NP in a non-equilibrium geometry. The level of theory is the ωB97M-V functional and the def2-TZVPD basis.

```
10
Properties=species:S:1:pos:R:3:forces:R:3
C -0.03425 1.26582 0.23942 0.098 -1.664 0.296
C 1.04163 0.16791 0.52237 -1.439 0.522 1.028
N 0.01363 0.02280 -0.55538 0.691 0.034 1.721
P -1.33132 -0.97599 -0.93973 0.873 -0.998 -0.846
H -0.80973 1.39696 1.05672 0.865 -0.135 -1.261
H 0.18577 2.09352 -0.43439 0.096 0.238 0.772
H 2.07847 0.40913 0.22933 -0.701 -0.484 -0.112
H 0.96538 -0.38156 1.58172 -0.119 1.057 -2.642
H -1.48091 -1.98490 0.05425 0.164 0.295 0.481
H -0.62867 -2.01369 -1.75432 -0.527 1.133 0.565
```
Positions in Å, forces in eV/Å.

Computed properties:
- Highest occupied orbital energy: -9.41 eV
- E_LUMO: 1.11 eV
- Energy: -12947.713 eV
- 2S+1: 1
- Total charge: 0
- Energy above the lowest of the compared OMol25 structures with the same formula, charge and spin: 23.49 kcal per mole

Atomic partial charges in e from the Löwdin method, atoms 1 to 6: number 1, C, carries -0.215; number 2, C, carries -0.168; number 3, N, carries -0.484; number 4, P, carries 0.726; number 5, H, carries 0.104; number 6, H, carries 0.085

(3)
This record from the OMol25 dataset describes the ion C3H6N3O with charge +1 in a non-equilibrium geometry. The level of theory is the ωB97M-V functional and the def2-TZVPD basis.

```
13
Properties=species:S:1:pos:R:3:forces:R:3
C 1.01841 -1.24613 -0.77540 -2.024 4.369 1.960
C 1.29155 -0.31367 -1.63008 0.266 -2.904 -2.251
C -0.03552 0.25700 0.59179 3.995 -2.229 -3.638
N 1.01473 1.01812 -1.34402 -0.224 2.254 0.604
N 0.41568 1.31527 -0.31680 -1.296 0.160 0.366
N -1.48842 0.03376 0.65574 -3.497 -0.503 -3.272
O 0.38646 0.39199 1.82390 0.480 0.620 2.334
H 0.78791 -2.16086 -0.40684 0.083 -2.727 0.416
H 1.60997 -0.51180 -2.69465 0.081 0.474 1.404
H -1.81538 -0.69589 1.28242 0.641 0.110 0.970
H -2.14473 -0.24025 -0.21906 2.732 0.728 1.393
H -1.88395 0.93278 0.87914 -0.596 0.637 0.913
H 0.84328 1.21968 2.15386 -0.640 -0.988 -1.199
```
Positions in Å, forces in eV/Å.

Computed properties:
- Highest occupied orbital energy: -13.42 eV
- E_LUMO: -4.88 eV
- Energy: -9713.207 eV
- 2S+1: 1
- Total charge: +1
- Energy above the lowest of the compared OMol25 structures with the same formula, charge and spin: 127.36 kcal per mole

Atomic partial charges in e from the Löwdin method, atoms 1 to 6: number 1, C, carries 0.223; number 2, C, carries -0.200; number 3, C, carries -0.430; number 4, N, carries 0.053; number 5, N, carries 0.070; number 6, N, carries 0.249

(4)
This record from the OMol25 dataset describes a structure of composition C20H43O2P3Y in a non-equilibrium geometry. The level of theory is the ωB97M-V functional and the def2-TZVPD basis.

```
69
Properties=species:S:1:pos:R:3:forces:R:3
Y -0.47081 0.40061 0.97916 -2.157 1.006 -2.908
P 2.13569 -1.19831 2.27202 1.359 -0.896 -0.477
P 1.50652 2.33694 0.45579 0.889 1.239 -0.720
P -1.11746 -2.33778 0.36750 -0.425 -1.452 -0.819
H -0.86169 1.99308 -8.14168 -0.396 -0.239 0.143
C -1.80462 1.45071 -7.99900 -0.578 0.332 -0.200
C -2.93291 2.08276 -7.64597 0.428 -0.200 -0.512
H -2.95730 3.16923 -7.50446 0.032 -0.465 0.079
C 3.41999 -2.15301 1.45028 0.019 0.068 -0.382
C 2.91957 0.11827 3.20377 -0.064 0.995 -0.060
C 1.28003 -2.28500 3.42742 -0.816 -0.243 0.167
C 0.82358 3.44439 -0.83269 -0.387 -0.141 -0.116
C 1.91370 3.53819 1.77842 -0.156 -0.196 0.503
C 3.15635 1.97458 -0.24904 0.035 -0.508 -0.055
C -2.38928 -2.33483 -0.95416 -0.144 0.573 -0.056
C -1.91258 -3.45718 1.58634 -0.018 0.302 0.514
C 0.12587 -3.46665 -0.37864 0.392 0.276 0.018
H -1.80704 0.38228 -8.25320 0.012 0.453 0.164
H -3.89243 1.55377 -7.60641 0.397 0.197 0.071
H 4.12087 -2.60027 2.16900 -0.256 0.176 -0.041
H 3.97137 -1.48490 0.77458 -0.052 -0.173 0.132
H 2.95370 -2.94448 0.84919 0.128 0.114 0.154
H 3.43720 -0.28293 4.09433 -0.284 -0.238 -0.422
H 2.19207 0.86567 3.55280 0.166 -0.228 -0.125
H 3.67219 0.63921 2.59499 -0.232 -0.194 0.077
H 1.82180 -3.24128 3.48138 -0.039 0.281 -0.185
H 0.24491 -2.50849 3.13713 0.233 0.042 -0.030
H 1.25849 -1.86730 4.44372 0.107 0.092 -0.376
H 1.34749 4.40868 -0.81374 -0.024 -0.270 0.044
H -0.24648 3.61390 -0.65791 0.230 0.029 -0.084
H 0.93620 2.98723 -1.82270 -0.079 0.043 0.188
H 2.94521 3.89827 1.65801 -0.344 -0.043 -0.001
H 1.81218 3.07106 2.76749 0.102 0.306 -0.141
H 1.21918 4.38658 1.71782 0.206 -0.211 0.091
H 3.66965 2.91497 -0.50445 -0.213 -0.308 0.121
H 3.03871 1.37298 -1.16235 0.106 0.182 0.212
H 3.77007 1.41028 0.46803 -0.025 0.209 -0.248
H -2.93341 -3.28888 -0.94373 0.258 0.231 0.002
H -1.91755 -2.18832 -1.93361 -0.089 0.076 0.212
H -3.09820 -1.51372 -0.78802 0.084 -0.216 -0.152
H -2.62752 -4.11768 1.07484 0.312 0.179 0.178
H -2.46029 -2.86474 2.33300 0.015 -0.298 -0.138
H -1.15934 -4.06842 2.09977 -0.217 0.094 -0.077
H -0.37227 -4.29182 -0.91043 0.112 0.270 0.246
H 0.78516 -3.88523 0.39476 -0.169 0.003 -0.181
H 0.74052 -2.90862 -1.09901 -0.152 -0.209 0.054
C -1.24448 0.77362 -2.20411 -0.036 -0.218 -2.226
C -0.05305 0.30175 -2.81918 -1.086 0.214 0.308
C -0.01054 0.12604 -4.20098 -0.474 0.190 0.049
C -1.14480 0.43635 -4.96558 -0.031 0.044 -0.003
C -2.32144 0.92452 -4.36979 0.428 -0.078 0.154
C -2.37004 1.10561 -2.98739 0.564 -0.330 0.287
O -1.33828 0.86177 -0.87874 1.147 -0.397 3.455
H 1.38316 -0.78989 1.02962 0.990 -0.511 1.782
H 0.79682 0.04380 -2.18594 0.078 0.036 -0.015
H 0.89797 -0.24995 -4.67260 -0.292 0.124 0.049
H -1.11537 0.32361 -6.05080 0.004 -0.005 0.475
H -3.19977 1.16719 -4.97880 0.490 -0.113 0.169
H -3.26000 1.45869 -2.46004 0.224 -0.066 -0.323
C -0.21981 0.64733 5.43607 -0.047 -0.176 0.363
C -1.16412 0.40092 4.32704 0.033 0.000 -1.600
C -2.51644 -0.12775 4.62171 -0.088 0.276 0.400
O -0.82117 0.56744 3.10417 -0.231 -0.194 2.307
H -0.59313 0.08953 6.29770 0.253 0.181 0.085
H -0.18403 1.71349 5.72937 -0.132 -0.278 -0.247
H 0.79380 0.31737 5.19963 -0.090 0.219 -0.068
H -3.28595 0.46381 4.11512 0.079 -0.157 -0.113
H -2.58665 -1.17537 4.28762 0.038 0.255 -0.036
H -2.69976 -0.10367 5.69558 -0.127 -0.058 -0.114
```
Positions in Å, forces in eV/Å.

Computed properties:
- Highest occupied orbital energy: -14.66 eV
- E_LUMO: -10.36 eV
- Energy: -54417.264 eV
- 2S+1: 1
- Total charge: +3
- Energy above the lowest of the compared OMol25 structures with the same formula, charge and spin: 0.00 kcal per mole

Atomic partial charges in e from the Löwdin method, atoms 1 to 6: number 1, Y, carries 1.257; number 2, P, carries 0.881; number 3, P, carries 0.739; number 4, P, carries 0.752; number 5, H, carries 0.064; number 6, C, carries -0.105